Entry 1:
{
  "formula": "C37H31CsN4O2P2",
  "method": "the ωB97M-V functional and the def2-TZVPD basis",
  "homo_lumo_gap_ev": 8.00,
  "e_tot_ha": -2500.860861,
  "e_lumo_ha": -0.0030,
  "e_homo_ha": -0.2969,
  "elements": ["Cs", "O", "C", "N", "C", "O", "C", "C", "C", "C", "C", "N", "C", "C", "C", "C", "C", "N", "H", "H", "H", "H", "H", "H", "H", "H", "C", "N", "P", "C", "C", "C", "C", "C", "C", "C", "C", "C", "C", "C", "C", "P", "C", "C", "C", "C", "C", "C", "C", "C", "C", "C", "C", "C", "H", "H", "H", "H", "H", "H", "H", "H", "H", "H", "H", "H", "H", "H", "H", "H", "H", "H", "H", "H", "H", "H", "H"],
  "positions_angstrom": [[2.814384, -0.564478, -0.625429], [7.570902, -0.910500, -2.125286], [6.446149, -0.464293, -1.856366], [5.888168, -0.286674, -0.639603], [6.555544, -0.112379, 0.495540], [7.727307, 0.258700, 0.689013], [5.778854, -0.409474, 1.738362], [6.263280, 0.075998, 2.976640], [5.466098, -0.029002, 4.118826], [4.281748, -0.721883, 4.062228], [3.894449, -1.225316, 2.818519], [4.627787, -1.112908, 1.729939], [5.601914, -0.007315, -3.047276], [6.248827, 0.224525, -4.335507], [5.479362, 0.696658, -5.390390], [4.107343, 0.843231, -5.269084], [3.583284, 0.494324, -4.066300], [4.282702, 0.175100, -2.947072], [7.241213, 0.553092, 3.010090], [5.797594, 0.395805, 5.048842], [3.599861, -0.763192, 4.927403], [2.920673, -1.801245, 2.767200], [7.289329, -0.031484, -4.473302], [6.013276, 0.983216, -6.297623], [3.418404, 1.203082, -6.004550], [2.457330, 0.527030, -4.009063], [-2.725642, 0.058573, 1.992605], [-2.402539, -0.156940, 0.550581], [-1.506663, -1.725344, -0.071193], [-2.506968, -2.012339, -1.505543], [-3.125883, -3.243606, -1.840146], [-4.146178, -3.308281, -2.826352], [-4.507173, -2.200480, -3.528314], [-3.850264, -0.986943, -3.306324], [-2.787987, -0.967272, -2.394128], [-2.093438, -3.101961, 0.981606], [-3.441071, -3.286178, 1.326791], [-3.829672, -4.301812, 2.198331], [-2.952054, -5.222875, 2.702126], [-1.600533, -5.053386, 2.378124], [-1.172412, -4.083389, 1.478053], [-2.144293, 1.376410, -0.229396], [-3.555276, 2.495400, 0.095891], [-3.438504, 3.919720, 0.002332], [-4.573721, 4.757070, 0.095180], [-5.858145, 4.242867, 0.267749], [-5.948013, 2.864672, 0.491674], [-4.872358, 2.008880, 0.296885], [-0.839114, 2.241522, 0.670326], [0.446990, 2.167571, 0.135368], [1.490474, 2.991593, 0.536255], [1.234239, 3.886637, 1.582180], [0.003437, 3.891153, 2.233315], [-1.024476, 3.056237, 1.818261], [-3.313922, 0.978909, 2.098759], [-1.828847, 0.187396, 2.606341], [-3.319996, -0.750590, 2.434075], [-2.816109, -4.150786, -1.262375], [-4.666039, -4.260773, -2.896483], [-5.291261, -2.277777, -4.275939], [-4.159034, -0.107189, -3.899372], [-2.158250, -0.066929, -2.351035], [-4.152970, -2.613855, 0.816575], [-4.931194, -4.344794, 2.377065], [-3.334614, -6.072423, 3.290311], [-0.879491, -5.773124, 2.779735], [-0.119889, -4.084450, 1.129250], [-2.444610, 4.384422, -0.152439], [-4.484788, 5.810520, -0.105392], [-6.749698, 4.888127, 0.266669], [-6.855983, 2.369683, 0.824494], [-5.027176, 0.936995, 0.207188], [0.605274, 1.479109, -0.671175], [2.441528, 3.037988, 0.025526], [1.972641, 4.597691, 1.842678], [-0.140742, 4.477289, 3.145150], [-1.973382, 3.056420, 2.342388]],
  "forces_ev_per_a": [[-0.10, -0.21, 0.41], [-1.26, 0.24, 0.12], [1.70, 0.34, 0.19], [-1.25, -0.05, -0.98], [2.18, -0.35, 0.10], [-1.11, -0.09, -0.47], [-0.71, -0.11, 2.42], [-0.25, 0.04, -0.43], [0.82, -0.22, -0.47], [-1.14, 0.27, -0.08], [-0.75, -0.86, 1.08], [0.04, 0.56, -1.11], [0.25, 0.38, -2.18], [-1.32, -0.48, 1.42], [1.30, 0.23, -0.20], [0.40, -0.19, 0.35], [-1.45, 0.12, 1.36], [0.06, -0.28, -0.98], [-0.33, -0.02, -0.13], [0.15, 0.13, 0.22], [0.47, -0.17, -0.52], [1.16, 0.63, -0.20], [0.04, 0.24, 0.25], [-0.30, -0.21, 0.04], [0.13, 0.06, -0.63], [1.18, -0.04, 0.47], [0.24, -0.62, -0.02], [-0.42, -0.03, 0.62], [0.44, 1.76, 1.00], [-1.58, -1.21, -2.17], [-0.06, 0.01, 0.71], [1.36, -1.24, 1.72], [-0.52, 0.92, -0.43], [0.46, -0.44, -0.33], [-0.06, 1.40, -0.30], [0.09, -1.11, 0.85], [0.66, 0.75, -0.46], [-2.33, 0.75, -0.80], [0.48, -0.05, 0.23], [0.22, -0.98, -0.18], [-0.11, 1.14, -0.24], [0.53, -0.90, -1.15], [-1.39, 0.99, 0.22], [0.06, -0.42, 0.23], [0.22, -0.73, -0.86], [0.38, -0.54, 0.68], [-0.38, -0.30, -0.22], [1.25, 0.27, -0.31], [0.41, 0.60, 1.53], [-0.01, 0.20, -0.21], [-0.74, 0.63, 0.84], [-0.48, -0.62, -0.67], [-0.01, -0.38, 0.64], [0.36, -0.33, -0.92], [0.09, -0.28, -0.12], [0.08, -0.06, -0.01], [0.15, 0.00, -0.26], [-0.68, 0.82, -0.60], [0.11, 0.17, -0.44], [-0.03, 0.14, 0.17], [0.56, -0.49, 0.46], [-0.65, -0.32, 0.16], [0.11, -0.43, 0.71], [1.06, -0.30, 0.08], [0.50, 0.60, -0.15], [-0.18, 0.28, -0.28], [-0.72, 0.21, 0.48], [-0.75, -0.34, 0.11], [0.31, 0.26, 0.12], [0.58, -0.36, 0.18], [-0.27, 0.35, -0.44], [-0.09, 0.03, 0.53], [-0.05, -0.14, -0.56], [0.07, -0.26, -0.03], [0.70, 0.52, 0.41], [0.08, 0.07, -0.46], [0.01, 0.10, -0.12]],
  "lowdin_charge": [0.9632, 0.0430, -0.4625, 0.0520, -0.4919, 0.0333, -0.1879, 0.0162, -0.0703, -0.0804, -0.1973, -0.0176, -0.1680, 0.0246, -0.0688, -0.0852, -0.1842, -0.0798, 0.1168, 0.1018, 0.1090, 0.1145, 0.1103, 0.1099, 0.1004, 0.1144, -0.1824, -0.4645, 1.0448, -0.4271, -0.0782, -0.0931, -0.1100, -0.0692, -0.1460, -0.4061, -0.1170, -0.0990, -0.0842, -0.0900, -0.0922, 0.9847, -0.3610, -0.0867, -0.0899, -0.0860, -0.0969, -0.1127, -0.3763, -0.1594, -0.0768, -0.0710, -0.0756, -0.0917, 0.0537, 0.0718, 0.0634, 0.1147, 0.1042, 0.1050, 0.1136, 0.0413, 0.1201, 0.1202, 0.1165, 0.1072, 0.1045, 0.1110, 0.0947, 0.1090, 0.1010, 0.1008, 0.0298, 0.1054, 0.0931, 0.1105, 0.1063]
}

Entry 2:
{
  "formula": "C2H16NO5",
  "method": "the ωB97M-V functional and the def2-TZVPD basis",
  "homo_lumo_gap_ev": 11.19,
  "e_tot_ha": -516.407075,
  "total_charge": 1,
  "e_lumo_ha": -0.1189,
  "e_homo_ha": -0.5303,
  "elements": ["C", "C", "N", "H", "H", "H", "H", "H", "H", "H", "H", "O", "H", "H", "O", "H", "H", "O", "H", "H", "O", "H", "H", "O"],
  "positions_angstrom": [[0.331493, 0.474791, -1.869280], [-0.714775, -1.677864, -1.621442], [-0.809541, -0.420992, -1.497684], [1.033636, -0.072690, -2.529286], [1.033802, 1.016383, -1.133966], [-0.161333, 1.451965, -2.077823], [0.033719, -2.229443, -2.204609], [-1.415682, -2.422553, -0.927035], [-1.571452, 0.117641, -0.895383], [0.938416, -2.115282, 0.507844], [1.743152, -0.715381, 0.250492], [1.031995, -1.363881, -0.199902], [-1.143494, 1.478951, 0.890253], [-2.456582, 1.924540, 0.433253], [-1.610808, 1.692917, 0.069666], [-0.427313, 2.664010, 2.400079], [0.537728, 2.370528, 1.356933], [0.461399, 2.302565, 2.252868], [-2.265035, -2.845362, 1.220958], [-1.744761, -1.550471, 1.855056], [-1.899968, -1.923697, 0.923704], [3.712618, 0.392679, 0.555173], [2.623114, 0.982437, 1.469057], [2.739670, 0.468208, 0.771083]],
  "forces_ev_per_a": [[-0.10, 1.88, 0.09], [-2.03, -2.83, 2.06], [-0.20, 2.03, 1.14], [-0.91, 0.84, -0.25], [-1.21, -2.15, 0.43], [0.30, -0.90, -1.69], [-0.09, 0.96, 0.06], [1.51, 2.50, -2.48], [1.87, -1.65, -1.20], [0.35, 2.07, -1.96], [-1.73, -1.68, -1.15], [2.48, -1.18, 4.27], [0.38, -0.28, -0.20], [-1.11, 0.42, -0.17], [0.47, -0.29, 0.45], [0.47, 0.13, 0.52], [0.82, 0.50, -3.99], [-1.17, -0.44, 3.42], [0.77, 2.30, -1.07], [-0.18, -0.44, -2.02], [-0.83, -1.94, 3.60], [-1.67, 0.26, 0.56], [-0.60, 3.61, 5.08], [2.39, -3.72, -5.50]],
  "lowdin_charge": [-0.0533, 0.0513, -0.0508, 0.1113, 0.1016, 0.0946, 0.1181, 0.1561, 0.1681, 0.1169, 0.0595, -0.1849, 0.0375, 0.0707, -0.0227, 0.0630, -0.0339, 0.0030, 0.1166, 0.0927, -0.1415, 0.1337, -0.0252, 0.0174]
}

Entry 3:
{
  "formula": "C3H12N",
  "method": "the ωB97M-V functional and the def2-TZVPD basis",
  "homo_lumo_gap_ev": [5.44, 11.76],
  "e_tot_ha": -176.077802,
  "spin_multiplicity": 2,
  "e_lumo_ha": [0.0477, 0.0260],
  "e_homo_ha": [-0.1522, -0.4060],
  "elements": ["N", "H", "H", "H", "H", "C", "C", "C", "H", "H", "H", "H", "H", "H", "H", "H"],
  "positions_angstrom": [[1.726748, -0.352041, -1.785142], [2.652549, -0.079292, -1.494085], [1.205738, -1.003789, -1.276420], [1.898566, -0.708240, -2.772786], [0.836590, 0.169045, -1.976776], [0.343472, -0.265291, 1.374409], [-0.950645, -0.267205, 0.593399], [-1.862235, 0.962037, 0.594109], [0.048265, 0.028921, 2.387856], [0.810411, -1.274297, 1.479645], [1.143595, 0.508392, 0.977714], [-0.439253, -0.370572, -0.433053], [-1.395718, -1.307995, 0.683555], [-2.550974, 0.949859, -0.195596], [-1.100041, 1.735631, 0.292358], [-2.367067, 1.274836, 1.550814]],
  "forces_ev_per_a": [[-0.87, -0.31, -3.82], [1.04, 1.21, 1.33], [0.09, -2.78, 1.68], [-0.22, -0.43, 0.71], [0.23, 2.30, -0.12], [0.94, 1.34, 1.37], [0.95, -2.49, -2.41], [2.50, 0.82, 1.17], [0.69, 0.11, 0.23], [-0.33, 0.78, -0.42], [-1.59, -1.46, 0.78], [-1.80, 0.36, 0.53], [-0.12, 1.43, 0.26], [-1.17, -0.28, -0.99], [-1.04, -0.01, 0.54], [0.69, -0.59, -0.84]],
  "lowdin_spin": [0.3368, 0.1265, 0.0751, 0.1330, 0.1369, 0.0291, 0.0503, 0.0096, 0.0006, 0.0098, 0.0217, 0.0564, 0.0023, 0.0033, 0.0081, 0.0007]
}

Entry 4:
{
  "formula": "CH4N2O",
  "method": "the ωB97M-V functional and the def2-TZVPD basis",
  "smiles": "[NH3+][O-].C#N",
  "homo_lumo_gap_ev": 9.57,
  "e_tot_ha": -225.114016,
  "e_lumo_ha": 0.0214,
  "e_homo_ha": -0.3301,
  "elements": ["C", "N", "N", "O", "H", "H", "H", "H"],
  "positions_angstrom": [[2.062412, 0.059092, 0.480606], [1.608224, -0.086402, 1.511601], [-0.882055, 0.090335, -0.306009], [0.114824, -0.071563, -1.176184], [2.436095, 0.278511, -0.520203], [-0.434615, 0.256156, 0.697407], [-1.577008, -0.789169, -0.177676], [-1.302696, 0.942789, -0.285606]],
  "forces_ev_per_a": [[0.63, 0.56, -2.26], [-0.56, -0.19, 1.49], [1.82, -4.34, 4.04], [-0.12, 0.03, -0.99], [-0.21, -0.35, 0.84], [-0.52, -1.33, -1.25], [1.55, 2.54, -0.51], [-2.61, 3.08, -1.37]],
  "lowdin_charge": [-0.1089, 0.0404, -0.1124, -0.3232, 0.0763, 0.1320, 0.2108, 0.0851]
}

Entry 5:
{
  "formula": "C3H7N3O",
  "method": "the ωB97M-V functional and the def2-TZVPD basis",
  "smiles": "[H]/N=C/NC(=O)NC",
  "homo_lumo_gap_ev": 10.52,
  "e_tot_ha": -358.042183,
  "e_lumo_ha": 0.0296,
  "e_homo_ha": -0.3570,
  "elements": ["C", "N", "C", "O", "N", "C", "N", "H", "H", "H", "H", "H", "H", "H"],
  "positions_angstrom": [[2.521385, 0.328497, 0.203300], [1.151436, 0.065908, 0.604050], [0.195393, -0.261666, -0.319973], [0.382091, -0.255112, -1.523468], [-1.061175, -0.545522, 0.245557], [-2.221035, -0.227170, -0.461579], [-3.257166, 0.148649, 0.171388], [2.517140, 0.680234, -0.829238], [3.152257, -0.566062, 0.261484], [2.958133, 1.107637, 0.836406], [0.954018, -0.049446, 1.586045], [-1.173351, -0.454125, 1.248276], [-2.109293, -0.338779, -1.541930], [-4.009831, 0.366951, -0.480319]],
  "forces_ev_per_a": [[0.15, 0.01, -0.05], [-0.05, -0.19, -0.10], [-0.05, 0.20, -0.04], [-0.08, -0.03, 0.45], [0.03, 0.09, -0.04], [-0.10, 0.07, 0.20], [0.27, -0.12, -0.38], [-0.03, -0.07, 0.14], [-0.10, 0.09, -0.02], [-0.15, -0.14, -0.08], [-0.01, 0.02, -0.19], [0.04, 0.11, -0.15], [0.00, 0.12, 0.14], [0.08, -0.18, 0.11]],
  "lowdin_charge": [-0.0746, 0.0064, -0.5489, 0.0547, 0.0830, -0.2785, 0.0778, 0.0840, 0.0842, 0.0827, 0.1301, 0.1316, 0.1274, 0.0399]
}

Entry 6:
{
  "formula": "C6H39NO13",
  "method": "the ωB97M-V functional and the def2-TZVPD basis",
  "homo_lumo_gap_ev": 8.61,
  "e_tot_ha": -1284.784141,
  "e_lumo_ha": 0.0011,
  "e_homo_ha": -0.3153,
  "elements": ["C", "N", "C", "O", "C", "C", "C", "C", "H", "H", "H", "H", "H", "H", "H", "H", "H", "H", "H", "H", "H", "H", "H", "H", "H", "O", "H", "H", "O", "H", "H", "O", "H", "H", "O", "H", "H", "O", "H", "H", "O", "H", "H", "O", "H", "H", "O", "H", "H", "O", "H", "H", "O", "H", "H", "O", "H", "H", "O"],
  "positions_angstrom": [[0.652767, -0.404992, -1.080645], [0.732450, -1.436386, 0.064305], [1.566421, -2.658808, 0.140423], [2.010229, -2.663340, 1.544691], [-0.740043, -0.147853, -1.597016], [-1.773711, 0.664676, -0.710834], [-1.282807, 2.060943, -0.480043], [-3.095507, 0.618619, -1.609583], [1.059792, 0.592026, -0.733589], [1.375685, -0.775224, -1.812274], [0.458142, -1.065883, 0.974839], [2.425524, -2.597573, -0.567127], [0.896500, -3.486214, -0.103504], [1.173863, -2.655621, 2.157811], [-0.702082, 0.322169, -2.583697], [-1.330038, -1.018785, -1.926936], [-1.938151, 0.169683, 0.236901], [-0.228882, 2.325749, -0.300322], [-1.584183, 2.782758, -1.275944], [-1.532413, 2.417252, 0.552008], [-3.089932, 1.433650, -2.381535], [-3.162308, -0.285006, -2.210758], [-4.137419, 0.674225, -1.132040], [0.999964, 2.631956, 1.915412], [1.211825, 4.197411, 1.485352], [0.764152, 3.277325, 1.281913], [4.590890, 0.814555, 1.909253], [3.889070, 1.763351, 0.960679], [3.990058, 1.555366, 1.861771], [2.223179, 0.861570, 2.011507], [2.070228, 1.349617, 3.486494], [1.565704, 1.195647, 2.673408], [0.611557, 1.722814, -3.081426], [1.532112, 1.670833, -4.369727], [1.535188, 1.782006, -3.420229], [-0.411141, -3.619002, -3.130163], [-0.854477, -3.522958, -1.784885], [-0.047289, -3.780322, -2.265114], [-3.008143, -1.883000, 3.335351], [-2.546388, -0.620913, 2.698135], [-2.490375, -1.563607, 2.547337], [3.063645, 0.722687, -1.885606], [3.714038, 1.521231, -0.769738], [3.797142, 0.623536, -1.254829], [1.899406, 2.917881, 0.078773], [1.775919, 3.016586, -1.455986], [2.446250, 2.850856, -0.771106], [-2.248499, -2.067965, 0.771150], [-1.195612, -2.628845, -0.188820], [-2.163775, -2.605731, -0.029976], [-4.260156, -2.642531, -2.099431], [-2.887226, -2.222859, -1.644448], [-3.466026, -2.262878, -2.376496], [-1.455221, 1.543932, 2.448868], [-0.792036, 0.800149, 3.490958], [-1.686430, 0.881063, 3.146947], [0.718920, -0.741190, 2.989638], [-0.675072, -1.290346, 2.811987], [0.034725, -1.114292, 3.457919]],
  "forces_ev_per_a": [[1.02, -0.67, 2.15], [-1.09, 1.43, -1.35], [-0.69, 1.99, 1.42], [-1.84, -0.63, -0.01], [-1.58, -0.45, -0.31], [0.08, -0.78, -2.46], [0.30, 2.11, 1.24], [-0.89, 0.96, 0.14], [-0.20, -1.06, -0.17], [-0.44, 0.10, -0.27], [0.47, -0.20, -0.67], [-0.44, -0.15, 0.83], [0.71, -0.44, 0.27], [2.19, -0.23, -1.79], [0.28, 0.68, 0.03], [0.90, -0.33, 0.55], [-0.02, -0.32, 0.16], [0.13, -1.29, -0.85], [-0.25, -0.44, 0.77], [-0.98, 0.21, -0.99], [0.21, -0.35, 0.82], [0.21, 0.07, 0.30], [1.70, 0.16, -0.04], [0.89, -1.27, 1.88], [-1.35, -3.00, -0.19], [0.58, 4.80, -1.16], [0.36, -0.30, -0.21], [0.05, 0.39, -1.76], [0.13, -0.15, 1.83], [-0.28, 0.51, 0.93], [0.05, -0.09, -0.43], [-0.17, -0.66, -0.14], [0.92, -0.10, -0.75], [-0.30, -0.03, -0.24], [-0.65, 0.10, 1.05], [0.30, -0.09, -1.08], [0.43, -0.37, 0.31], [-0.89, 0.37, 0.52], [0.84, -0.09, -1.28], [0.34, 1.14, -0.09], [-1.35, -1.15, 1.21], [0.32, 0.00, 0.15], [0.01, -2.08, -1.81], [-0.06, 1.69, 1.06], [0.62, 0.05, -1.27], [0.62, -0.17, 0.00], [-1.18, 0.62, 1.25], [-0.20, -0.17, 0.17], [-0.44, 0.43, 0.44], [0.83, -0.32, -0.30], [-1.77, -0.99, 0.83], [0.71, -0.20, 1.92], [0.73, 0.55, -2.94], [-0.99, -0.53, 0.49], [0.16, -0.87, 0.68], [0.49, 2.03, -1.27], [2.70, 1.57, -1.52], [-0.02, -0.11, 0.59], [-2.19, -1.89, 1.35]],
  "lowdin_charge": [-0.1672, -0.0497, -0.2244, -0.1102, -0.1829, -0.3545, -0.0963, -0.0653, 0.0934, 0.1091, 0.0712, 0.1347, 0.0833, 0.1083, 0.1022, 0.0748, 0.0977, 0.0289, 0.0967, 0.0697, 0.0800, 0.0222, 0.0989, -0.0358, 0.1539, -0.0881, 0.0746, -0.0117, -0.0045, 0.0667, 0.0898, -0.0671, 0.0416, 0.0505, -0.0425, 0.0396, 0.0154, -0.0379, 0.1134, 0.0028, -0.0673, -0.0099, 0.0228, -0.1138, 0.0154, 0.0383, -0.1020, 0.0078, 0.0214, -0.0614, 0.0212, -0.0541, -0.0376, 0.0577, 0.0256, -0.0555, -0.0563, 0.0088, -0.0425]
}